Molecular formula: C55H46Cl2KN10O4S
Method: DFT, ωB97M-V/def2-TZVPD

Structure (XYZ):
```
119
Properties=species:S:1:pos:R:3:forces:R:3
K -0.18889 -1.32403 0.33695 -1.31 -1.65 0.51
C 4.88688 -2.05944 -8.84773 -0.13 0.03 -0.04
O 3.48041 -1.94579 -8.74446 0.27 -0.02 -0.20
C 2.96547 -1.84172 -7.48659 0.00 0.00 0.14
C 1.58504 -1.72684 -7.39619 -0.26 0.01 0.11
C 0.97709 -1.63536 -6.15453 -0.01 -0.06 0.08
C 1.72050 -1.64378 -4.96484 -0.13 0.11 0.13
C 3.10466 -1.75983 -5.08634 -0.06 0.05 -0.06
C 3.73018 -1.85479 -6.32906 0.06 -0.04 0.24
C 1.06599 -1.49169 -3.62516 0.07 -0.12 -0.15
C 0.22091 -0.43234 -3.41935 -0.21 -0.15 -0.01
C 0.01239 0.75058 -4.31026 0.01 -0.10 0.08
C -0.90452 1.60833 -3.82472 -0.13 0.04 0.12
C -1.44939 0.97484 -2.61069 0.11 -0.85 0.22
N -0.49390 -0.08703 -2.29606 0.42 0.94 -0.08
C -1.91012 0.93938 -1.09106 -0.32 0.43 -0.09
C -1.09681 1.64599 -0.06708 0.29 -0.14 0.09
C -0.77537 3.05931 -0.11997 -0.16 0.10 -0.07
C 0.21311 3.26341 0.78992 -0.16 -0.16 -0.06
C 0.50202 1.96330 1.36563 0.10 0.10 0.27
C 1.59988 1.61496 2.12578 0.33 -0.18 -0.39
C 2.45504 2.69689 2.68826 -0.03 -0.18 0.02
C 3.84023 2.66462 2.52279 -0.12 0.10 0.11
C 4.65149 3.70152 2.97982 -0.07 -0.20 -0.09
C 4.07303 4.78846 3.62458 -0.02 -0.25 -0.13
O 4.76872 5.85172 4.09647 0.42 0.25 0.09
C 6.17197 5.84027 3.89865 -0.12 0.05 0.05
C 2.69806 4.82834 3.81613 -0.26 0.04 0.05
C 1.90328 3.80144 3.34609 -0.11 -0.08 0.11
C 2.07957 0.24335 2.21628 0.15 0.04 0.27
N 1.86928 -0.65806 1.23722 1.29 0.54 0.30
C 2.48474 -1.80556 1.60377 0.16 0.08 0.28
C 2.56571 -2.96381 0.74788 0.11 -0.02 -0.12
C 3.24736 -4.17378 1.32079 -0.12 0.15 0.00
C 4.58911 -4.15091 1.71526 -0.02 -0.01 -0.01
C 5.18388 -5.25805 2.29165 0.07 0.17 -0.02
C 4.44646 -6.41954 2.49716 -0.10 0.08 -0.13
O 5.10684 -7.45223 3.08621 -0.03 -0.38 0.18
C 4.34077 -8.60765 3.38097 0.13 0.05 -0.02
C 3.12079 -6.47573 2.09682 -0.18 0.18 -0.11
C 2.53681 -5.35252 1.50805 0.06 0.01 0.08
C 2.14086 -3.04978 -0.57164 0.21 -0.21 0.24
C 2.56610 -4.08470 -1.50571 -0.08 0.12 -0.10
C 2.19352 -3.65785 -2.73790 -0.10 -0.01 -0.05
C 1.50654 -2.37807 -2.54987 0.12 -0.17 0.09
N 1.45627 -2.06268 -1.26735 0.67 -0.15 -0.95
C 3.08040 -1.64512 2.90540 0.04 -0.11 -0.19
C 2.86097 -0.33913 3.27025 -0.12 0.16 -0.08
N -0.37039 1.01712 0.83267 -0.26 1.23 -0.18
C -3.45627 0.79172 -1.45361 0.15 -0.57 -0.55
C -4.33837 -0.04635 -0.59419 -0.13 0.42 0.27
C -5.71205 0.11987 -0.59009 0.18 -0.03 0.14
C -6.33915 1.18224 -1.24084 -0.23 -0.09 -0.15
O -7.73960 1.38394 -1.22231 0.20 0.03 0.14
C -8.49835 0.25460 -1.58829 0.11 0.08 -0.11
C -5.53151 2.13156 -1.87387 0.11 0.04 -0.08
C -4.16228 2.00911 -1.94272 0.09 0.16 0.28
H 5.10816 -2.16459 -9.90478 -0.01 0.01 -0.07
H 5.26013 -2.93621 -8.31565 0.00 -0.07 0.03
H 5.39121 -1.17061 -8.46148 0.00 0.04 0.02
H 0.99884 -1.72678 -8.30937 0.05 0.01 0.08
H -0.10538 -1.56138 -6.09048 0.09 0.00 -0.01
H 3.70841 -1.75840 -4.18564 0.01 0.00 -0.05
H 4.81053 -1.92860 -6.37526 -0.12 0.00 0.05
H 0.57036 0.89075 -5.22527 -0.02 -0.04 0.04
H -1.24985 2.52213 -4.29104 0.10 -0.11 0.04
H -1.22557 3.79036 -0.78106 0.05 -0.13 0.05
H 0.74442 4.18257 0.98803 -0.04 -0.07 -0.02
H 4.28614 1.82486 2.00687 0.01 -0.03 0.01
H 5.72084 3.64396 2.82108 -0.10 0.00 0.00
H 6.54382 6.77796 4.29996 -0.01 0.04 0.03
H 6.42741 5.77667 2.83900 -0.02 0.01 -0.05
H 6.64503 5.01042 4.42782 -0.01 -0.05 0.03
H 2.27090 5.67477 4.34544 0.04 -0.09 -0.08
H 0.83005 3.83424 3.50590 0.10 -0.01 0.00
H 5.16752 -3.24687 1.56290 -0.03 -0.03 0.03
H 6.22165 -5.24264 2.60821 -0.08 0.02 -0.06
H 5.01204 -9.30163 3.87827 0.04 0.00 0.02
H 3.95288 -9.07703 2.47295 0.01 0.02 -0.02
H 3.50561 -8.37527 4.04627 0.00 0.03 0.01
H 2.52625 -7.36638 2.24688 0.00 0.06 -0.04
H 1.49660 -5.38726 1.20473 0.03 -0.02 0.03
H 3.12618 -4.97766 -1.25869 -0.09 0.12 -0.02
H 2.35030 -4.16167 -3.68273 0.03 0.09 0.07
H 3.59234 -2.40757 3.47784 -0.05 0.11 -0.05
H 3.15616 0.15337 4.18718 -0.02 -0.07 -0.06
H -3.89825 -0.86346 -0.03263 -0.04 0.02 0.00
H -6.31421 -0.58224 -0.01246 0.10 0.08 -0.04
H -9.49695 0.60330 -1.86114 0.01 -0.01 0.03
H -8.59361 -0.46181 -0.76626 0.01 -0.04 0.03
H -8.04491 -0.26003 -2.44303 -0.02 0.01 0.00
H -6.01583 3.00996 -2.30155 0.09 -0.11 0.01
H -3.56914 2.78008 -2.43958 -0.15 -0.12 0.09
Cl -0.42931 -2.24074 3.17919 -0.13 0.22 0.61
C -0.77676 -0.63129 3.89438 0.09 -0.16 0.22
Cl 0.08997 -0.34430 5.42537 -0.05 -0.12 -0.29
H -1.82902 -0.58721 4.11885 -0.16 -0.07 0.02
H -0.50299 0.12912 3.17613 0.16 -0.01 -0.08
S -4.08800 -0.09327 3.20377 -0.37 0.18 0.19
C -5.08851 1.24525 3.16053 0.09 0.07 0.37
N -5.20978 1.93101 1.97343 0.41 -0.67 -0.40
C -6.01293 2.97391 1.79836 -0.20 0.38 -0.33
C -6.72371 3.46054 2.85120 -0.21 0.25 -0.02
C -6.56094 2.78228 4.06635 0.09 -0.18 0.13
N -5.79736 1.73363 4.23809 0.27 -0.30 -0.30
H -4.71949 1.51098 1.16061 -0.22 0.09 0.22
H -6.05727 3.37568 0.79525 0.04 -0.03 -0.04
H -7.38307 4.30884 2.74581 0.03 -0.04 0.00
H -7.10056 3.11653 4.95097 0.03 0.01 -0.05
N -3.54106 -2.76393 -4.71617 0.02 0.02 0.13
C -3.02259 -2.06850 -3.63140 0.05 -0.34 0.11
N -2.48242 -2.85975 -2.65042 -0.04 -0.22 -0.22
N -3.07078 -0.79410 -3.62171 -0.01 0.04 -0.12
C -2.64388 -0.06504 -2.53594 -0.08 0.93 0.03
N -1.64141 -0.55353 -1.44211 -0.75 0.36 -0.77
H -3.08274 -3.63245 -4.94084 0.06 0.03 -0.01
H -3.69273 -2.16526 -5.51051 -0.01 0.04 -0.05
H -2.72061 -3.83266 -2.64648 -0.13 -0.10 0.01
H -2.34046 -2.42596 -1.75427 0.09 0.05 0.04
```
Positions in Å, forces in eV/Å.

Summary:
Energy relative to the best compared isomer or geometry (same formula, charge and spin) ... 7.312 eV
Net charge ... -1
E ... -133071.746 eV
Frontier orbital gap ... 4.09 eV

Here are the Mulliken charges for atoms 1 to 99, given in e:
1 K 0.739
2 C -0.860
3 O -0.467
4 C 0.998
5 C -0.860
6 C -0.110
7 C -0.394
8 C -0.840
9 C -0.474
10 C 1.350
11 C -0.526
12 C -0.543
13 C -2.135
14 C 0.359
15 N 0.862
16 C 1.187
17 C -1.206
18 C -1.446
19 C -1.520
20 C -0.191
21 C 1.674
22 C -0.101
23 C -0.787
24 C -0.572
25 C 1.044
26 O -0.468
27 C -0.855
28 C -0.774
29 C -0.392
30 C -0.671
31 N -0.489
32 C 0.628
33 C 1.523
34 C -1.033
35 C -0.065
36 C -0.885
37 C 1.088
38 O -0.466
39 C -0.852
40 C -0.612
41 C -0.562
42 C 0.274
43 C -1.189
44 C -1.381
45 C 0.010
46 N -0.235
47 C -1.037
48 C -1.097
49 N 0.766
50 C 2.616
51 C -1.584
52 C -0.234
53 C 0.337
54 O -0.482
55 C -0.834
56 C -0.661
57 C -0.791
58 H 0.248
59 H 0.332
60 H 0.337
61 H 0.410
62 H 0.529
63 H 0.498
64 H 0.362
65 H 0.595
66 H 0.419
67 H 0.626
68 H 0.537
69 H 0.507
70 H 0.366
71 H 0.247
72 H 0.338
73 H 0.336
74 H 0.412
75 H 0.553
76 H 0.526
77 H 0.394
78 H 0.243
79 H 0.319
80 H 0.349
81 H 0.360
82 H 0.453
83 H 0.479
84 H 0.620
85 H 0.543
86 H 0.583
87 H 0.210
88 H 0.064
89 H 0.295
90 H 0.250
91 H 0.309
92 H 0.331
93 H 0.236
94 Cl -0.133
95 C 1.190
96 Cl -0.216
97 H 0.058
98 H -0.879
99 S -0.397